A 12-piece molecular cluster, C37H95BClN2O15 overall in a non-equilibrium geometry, computed with wB97M-V/def2-TZVPD.

Last column: Mulliken charge in e.
Element x y z (Å)
H  3.2354  1.2896  1.9859  0.3620
C  -4.2828  -5.3869  7.5170  -0.3900
H  11.9858  5.1825  1.9968  0.2735
H  -7.6113  3.2400  3.0597  0.3248
H  -7.0032  2.3130  5.6424  0.3321
C  4.8877  1.7570  -4.7617  -0.6123
H  7.2821  4.5870  3.7761  0.2862
H  -3.7376  0.2114  5.7668  0.3721
C  -5.3362  -2.5842  1.9834  -1.0969
H  -1.4188  -5.4934  2.3212  0.5220
H  4.2520  4.2581  -1.5382  0.3694
O  -7.5437  2.7039  6.3366  -0.5483
H  -2.9380  -0.7218  -1.2580  0.2160
C  -2.3093  -3.7268  1.1458  -0.8395
H  11.5077  6.5371  3.0469  0.2626
H  2.5962  2.0700  -0.8721  0.1948
H  -3.9316  -5.9098  6.6220  0.1600
H  -3.3124  -4.0105  0.7955  0.5939
H  -1.0082  0.1467  2.4560  0.1608
Cl  -1.8409  -4.4548  4.9706  0.0346
H  6.4115  3.6863  -11.6247  0.2637
C  4.9025  2.3064  -2.2458  -0.3198
H  -6.9496  1.2827  7.7573  0.2668
C  -0.7654  -1.9455  1.9077  -2.3601
H  -7.5686  2.8288  8.3642  0.2772
H  4.2228  -2.8710  -10.6225  0.2435
C  -2.6843  -4.4461  -1.8548  -0.9994
H  3.1076  -0.3701  -12.1106  0.3392
H  -6.5235  7.1848  8.9529  0.2558
H  0.7546  0.4119  0.4418  0.1205
H  4.1323  1.5445  -2.0824  0.2694
H  -1.6217  -1.6516  -0.8213  0.1652
O  6.4876  3.5414  -9.5395  -0.4652
H  3.7852  3.3199  -3.7557  0.2920
H  10.9088  4.4571  3.9526  0.2728
H  6.0270  -2.2818  -15.0778  0.2696
H  -4.8660  -3.7134  3.7087  0.7191
C  -0.3626  -0.6993  2.7027  0.4463
H  -5.9788  0.0812  5.0747  0.4318
C  2.8625  2.3418  0.1535  -0.5701
H  -0.3819  -1.8153  0.8907  0.4614
O  -5.4424  -4.6124  7.2265  -0.5204
C  1.1053  -0.3348  2.4252  -1.3008
H  4.2567  3.8049  0.8552  0.2865
H  -3.7550  -1.9181  4.9934  0.6571
C  4.8258  3.3975  -1.1688  -1.1621
C  11.1383  5.6910  2.4628  -0.5230
H  -5.9436  2.7488  7.6787  0.2728
C  5.2979  -2.9265  -10.8209  -0.5441
C  -4.4907  -3.0281  2.9433  -0.9923
C  -2.9382  -1.6578  4.3099  -2.3941
C  -6.9628  2.3656  7.5916  -0.6050
H  -6.2961  5.1172  7.8717  0.2838
H  3.3966  1.3672  -13.6559  0.2851
H  -6.1126  -5.2283  6.9163  0.2992
H  5.5244  3.6216  -3.8367  0.3334
C  -5.3299  0.4477  4.2743  0.3684
H  2.1407  3.0882  0.5012  0.5447
H  -8.9057  -4.9097  2.9552  0.2402
O  5.7112  -1.4783  -14.6618  -0.4386
H  -6.4135  1.1081  2.0448  0.3930
H  7.1474  4.2312  -9.4638  0.2661
C  1.2605  0.7480  1.3609  -0.2804
C  -1.6899  -4.9323  -0.8047  -0.1610
H  4.3423  0.8713  -7.1496  0.3945
O  -6.2090  -6.7511  9.6144  -0.4708
H  5.8485  3.7607  -1.0071  0.3883
C  5.6467  2.2074  -6.0194  -0.4997
H  4.3323  0.4747  -11.1467  0.1488
O  -3.9315  -0.3047  1.1558  -0.4661
H  -5.5398  -6.4462  11.5752  0.2705
H  -6.5623  -5.8614  9.5496  0.2833
O  5.5697  -3.1324  -12.1978  -0.4965
H  7.0406  -0.2563  -15.7151  0.2808
H  5.0055  2.2067  -8.0978  0.0241
O  -6.0580  5.1484  8.8003  -0.4658
H  5.8736  1.7985  -2.1589  0.3487
H  4.7872  -0.2559  -12.6978  -0.0245
C  -5.9413  1.9732  2.5232  -0.0083
H  -2.4059  -4.8435  -2.8342  0.3823
H  -7.1972  3.2466  1.3341  0.3801
C  2.7074  1.1029  1.0411  -0.7950
H  -7.1854  -7.1039  11.4326  0.2649
H  -3.7018  -4.7962  -1.6564  0.3214
C  -3.0333  -2.5941  3.0970  3.3498
H  5.7058  -3.7791  -10.2829  0.2787
H  5.0222  2.9525  -10.8165  -0.0207
H  -3.5014  1.5097  4.6019  0.5378
H  4.9814  2.2296  0.6336  0.3239
H  5.6128  0.5154  -15.0139  0.1691
H  -2.6928  -3.3566  -1.9214  0.1600
H  -6.4945  6.2402  10.4492  0.2264
O  -7.2504  -4.2134  3.9111  -0.4115
O  10.3539  4.8029  3.2529  -0.4651
C  7.1312  4.3031  2.7325  -0.4733
H  6.3253  4.9042  2.3161  0.2440
H  6.7158  2.0515  -5.8519  0.2792
H  -0.4854  -0.8925  3.7708  0.1637
H  5.7772  -2.0165  -10.4472  0.2231
H  -6.4074  -2.6785  2.1281  0.3242
H  1.5857  0.0051  3.3503  0.5087
O  6.7307  2.9390  2.6102  -0.4747
H  -9.0492  -3.2233  3.4793  0.2997
H  5.4470  -0.4724  -16.4774  0.2723
H  -5.3975  -0.2447  3.4259  -0.2241
H  -6.1872  4.1350  2.4657  0.3042
C  -3.8608  0.4826  4.7135  -1.0739
C  5.7613  3.7464  -10.7486  -0.3330
O  3.7013  1.5259  -12.7620  -0.5202
H  -4.4904  -6.1100  8.3037  0.2495
H  10.4875  6.0697  1.6782  0.2047
H  1.6499  -1.2348  2.1065  0.3113
C  -6.7774  6.2203  9.3997  -0.5754
O  -5.7821  1.7362  3.9160  -0.3512
C  -2.2836  -2.2771  1.7612  0.6765
O  -3.0172  -0.3269  3.9061  -0.0750
H  3.8801  1.4559  -5.0666  0.4101
O  -1.3397  -3.9292  0.1606  -0.3200
H  7.4318  2.3959  2.9716  0.2702
H  -2.0998  -5.8015  -0.2737  0.2400
H  -7.8585  6.0727  9.3321  0.2674
H  -0.7402  -5.2258  -1.2541  0.4436
C  -6.7843  3.2292  2.3494  -1.3274
H  -5.7875  -8.1204  11.0502  0.2186
N  -2.3168  -0.9913  -0.5136  -0.6569
C  -6.1848  -7.1106  10.9955  -0.5774
H  -9.1819  -4.5383  4.6644  0.2940
H  0.7155  1.6430  1.6935  0.3494
H  5.3627  0.8716  -4.3244  0.3058
C  4.7686  2.8398  -3.6750  -0.8322
C  -8.6735  -4.2114  3.7545  -0.7094
C  4.2780  2.9407  0.1850  -0.5303
H  8.0509  4.4986  2.1822  0.1516
C  5.2365  1.4792  -7.3169  -0.8925
H  -0.2100  -2.8001  2.3130  0.4831
C  5.9721  -0.3763  -15.5240  -0.5726
H  -7.0346  -3.6067  4.6266  0.2505
N  -2.2566  -3.9175  3.4253  0.0052
H  5.2422  4.7083  -10.7537  0.2972
B  -2.8891  -1.1446  0.7754  0.7617
H  5.2328  -2.3849  -12.6989  0.3330
C  -1.9601  -4.5511  2.3431  -0.5136
C  3.9941  0.2688  -12.1601  -0.2243
H  -4.9530  -2.1925  1.0496  0.2697
H  5.4820  3.2852  -6.1428  0.3432
H  -1.9974  -1.8399  4.8457  0.4926
H  3.1747  0.2521  0.5322  0.2121
H  6.0404  0.8413  -7.6899  0.3084
H  -3.5100  -4.6976  7.8538  0.2197
H  -3.7302  0.6144  1.0272  0.1888
H  -4.9515  2.1427  2.0673  0.0048

Cartesian forces (eV/Å) of the 3 atoms listed first:
H 0.049 -0.156 -0.124
C 0.059 -0.026 -0.037
H -0.009 -0.011 -0.005

Properties
E_tot	-86789.0530	eV
total charge	+1